P:
Computed, not measured: C2H7S2 as an isolated structure, with ωB97M-V/def2-TZVPD.

As for the charge: -1.

Cartesian coordinates (Å):
S1 0.79 -3.18 -0.05
H1 1.29 -3.50 -1.23
C1 -1.17 1.14 0.39
C2 0.33 1.01 0.03
S2 0.97 -0.14 -1.13
H2 -1.84 0.84 -0.44
H3 -1.43 2.15 0.84
H4 -1.34 0.40 1.28
H5 0.63 2.05 -0.24
H6 1.04 0.84 0.98
H7 0.72 -1.63 -0.42

Löwdin population analysis, charges in e, atoms 1 to 5: atom 1 (S): 0.091, atom 2 (H): -0.337, atom 3 (C): -0.208, atom 4 (C): -0.834, atom 5 (S): 0.365

Q:
Computed, not measured: a 2-piece molecular cluster, C2H7S2 overall, with ωB97M-V/def2-TZVPD.

As for the charge: -1.

Cartesian coordinates (Å):
S1 3.78 -0.14 -1.92
H1 3.25 1.16 -2.18
C1 -1.68 -0.53 0.89
C2 -0.44 0.30 0.62
S2 0.34 -0.07 -0.95
H2 -1.64 -1.57 0.98
H3 -2.30 -0.37 0.04
H4 -2.52 -0.05 1.57
H5 -0.77 1.34 0.43
H6 0.13 0.24 1.58
H7 1.86 -0.31 -1.05

Löwdin population analysis, charges in e, atoms 1 to 5: atom 1 (S): -0.236, atom 2 (H): -0.343, atom 3 (C): -0.243, atom 4 (C): -0.713, atom 5 (S): 0.521

Last place for stability: Q

P:
Computed, not measured: an isolated molecule of C3H4N4, with ωB97M-V/def2-TZVPD.

As for the charge: 0. As for the structure (SMILES): Nc1cncnn1.

Cartesian coordinates (Å):
C1 0.38 -0.57 -0.06
C2 -0.75 0.18 -0.39
C3 -0.01 1.85 0.90
H1 -0.19 -2.52 -0.22
H2 0.23 -2.03 -1.69
H3 -1.56 -0.33 -0.88
H4 -0.06 2.79 1.44
N1 0.39 -1.91 -0.68
N2 -0.97 1.43 -0.01
N3 1.15 1.18 1.04
N4 1.39 -0.08 0.54

Löwdin population analysis, charges in e, atoms 1 to 5: atom 1 (C): -0.372, atom 2 (C): -0.102, atom 3 (C): -0.153, atom 4 (H): 0.028, atom 5 (H): 0.093

Q:
Computed, not measured: an isolated molecule of C3H4N4, with ωB97M-V/def2-TZVPD.

As for the charge: 0. As for the structure (SMILES): Nc1cncnn1.

Cartesian coordinates (Å):
N1 -1.14 -0.05 -1.62
C1 -0.44 0.12 -0.46
C2 -0.17 -0.94 0.44
N2 0.87 -0.83 1.24
C3 1.46 0.38 1.30
N3 0.95 1.48 0.77
N4 0.01 1.34 -0.16
H1 -1.50 -0.96 -1.87
H2 -1.54 0.75 -2.07
H3 -0.86 -1.79 0.56
H4 2.38 0.49 1.87

Löwdin population analysis, charges in e, atoms 1 to 5: atom 1 (N): 0.127, atom 2 (C): -0.388, atom 3 (C): -0.088, atom 4 (N): 0.082, atom 5 (C): -0.229

R:
Computed, not measured: an isolated molecule of C3H4N4, with ωB97M-V/def2-TZVPD.

As for the charge: 0. As for the structure (SMILES): C=Cc1nn[nH]n1.

Cartesian coordinates (Å):
C1 2.20 0.25 0.01
C2 1.12 -0.59 -0.07
C3 -0.31 -0.26 -0.06
H1 3.25 -0.01 0.06
H2 2.05 1.28 0.25
H3 1.31 -1.63 -0.13
H4 -2.94 1.28 -0.11
N1 -1.21 -1.23 0.05
N2 -2.40 -0.67 0.03
N3 -2.18 0.65 -0.03
N4 -0.89 0.92 -0.01

Löwdin population analysis, charges in e, atoms 1 to 5: atom 1 (C): 0.041, atom 2 (C): -0.098, atom 3 (C): -0.415, atom 4 (H): 0.047, atom 5 (H): 0.044

Last place for stability: P

P:
Computed, not measured: an isolated molecule of C3H4N4, with ωB97M-V/def2-TZVPD.

As for the charge: 0.

Cartesian coordinates (Å):
N1 -0.20 0.46 -1.79
C1 0.10 0.17 -0.52
C2 -0.74 0.12 0.57
N2 -0.23 0.62 1.92
C3 0.30 -0.55 1.55
N3 1.61 -0.56 0.91
N4 1.48 -0.19 -0.27
H1 -0.94 1.14 -1.94
H2 0.56 0.48 -2.44
H3 -1.80 -0.14 0.50
H4 -0.15 -1.55 1.51

Löwdin population analysis, charges in e, atoms 1 to 5: atom 1 (N): 0.177, atom 2 (C): -0.316, atom 3 (C): -0.199, atom 4 (N): 0.072, atom 5 (C): -0.420

Q:
Computed, not measured: an isolated molecule of C3H4N4, with ωB97M-V/def2-TZVPD.

As for the charge: 0.

Cartesian coordinates (Å):
C1 0.26 0.46 -0.35
C2 -0.21 1.09 -1.43
C3 -1.00 -1.43 0.33
N1 1.24 1.11 0.45
N2 1.56 0.50 1.41
N3 1.56 -0.09 2.35
N4 0.08 -0.80 0.23
H1 -0.89 0.71 -2.11
H2 0.36 1.93 -1.77
H3 -0.96 -2.37 0.71
H4 -2.02 -1.12 0.17

Löwdin population analysis, charges in e, atoms 1 to 5: atom 1 (C): -0.385, atom 2 (C): 0.070, atom 3 (C): 0.016, atom 4 (N): 0.071, atom 5 (N): -0.238

Last place for stability: P